The following is a DFT calculation (the ωB97M-V functional and the def2-TZVPD basis) of 4 unconnected molecules or ions with the total composition C2H12NO4 at a distorted geometry.

Summary:
ΔE to the lowest compared entry with this formula, charge and spin	171.0	kJ/mol
total charge	+1
DFT total energy	-11940.843	eV
2S+1	1

The geometry in XYZ format:
```
19
Properties=species:S:1:pos:R:3:forces:R:3
O 1.123 -0.790 -1.355 -0.35 0.33 -0.23
C 0.964 0.383 -1.120 1.38 0.43 -0.76
C 1.095 0.824 0.384 0.42 1.00 -1.33
N 0.576 -0.423 1.011 0.84 -0.95 4.03
H 0.816 1.113 -1.966 0.32 -0.57 1.11
H 2.120 1.236 0.593 -0.20 -1.86 -0.03
H 0.643 1.809 0.604 -1.19 -1.21 0.09
H 0.882 -1.313 0.483 -0.15 1.09 0.56
H 0.809 -0.641 2.106 -0.58 1.07 -3.41
H -0.468 -0.465 0.919 0.33 0.11 0.27
H -1.595 2.073 -1.568 -0.01 -1.38 -0.40
H -0.987 3.226 -1.279 0.92 1.76 0.42
O -0.711 2.318 -1.262 -1.79 0.18 -0.12
H -3.026 -0.107 0.992 0.87 0.72 -0.51
H -1.824 0.793 0.278 -1.06 0.29 0.32
O -2.158 -0.076 0.537 0.19 -0.69 0.11
H 0.219 -3.723 0.754 -0.84 -1.94 1.05
H 0.947 -3.241 -0.432 2.64 -1.97 -5.51
O 0.574 -2.994 0.317 -1.74 3.59 4.33
```
Forces are in eV/Å.

The following is a DFT calculation (the ωB97M-V functional and the def2-TZVPD basis) of 12 unconnected molecules or ions with the total composition H25O12 at a distorted geometry.

Summary:
ΔE to the lowest compared entry with this formula, charge and spin	338.7	kJ/mol
total charge	+1
DFT total energy	-24967.520	eV
2S+1	1

The geometry in XYZ format:
```
37
Properties=species:S:1:pos:R:3:forces:R:3
O -1.623 2.124 -2.249 -4.54 -0.67 1.32
H 2.757 -2.486 0.088 0.21 -0.44 0.23
H 0.609 0.849 2.580 0.92 -0.46 -0.39
O 0.314 -2.404 2.860 2.65 2.64 -1.83
H -1.359 -0.900 0.587 -1.54 1.76 0.51
H -0.105 -1.819 1.965 -1.71 -1.53 -0.59
O 2.369 1.162 -4.072 1.99 -0.88 -1.66
H -1.702 -4.578 0.510 -1.78 -0.32 0.14
O 1.997 3.748 0.166 -0.71 -0.35 1.06
H 2.766 0.261 -4.154 -0.47 1.17 0.06
H 1.394 4.354 0.630 0.41 -0.30 -0.44
O -0.614 -1.429 0.796 1.44 -2.01 0.12
H 2.108 1.057 2.363 0.21 -0.05 -0.07
H 0.757 -3.209 2.507 -0.55 -0.07 -0.09
O -1.167 -4.275 -0.192 2.51 1.32 -1.67
H -3.484 -0.968 -0.965 0.75 0.04 0.23
H -1.492 -3.986 -1.069 -0.79 -0.95 1.39
O -0.964 0.835 0.204 -1.90 -1.22 -1.58
H -0.517 1.632 0.341 0.80 2.57 0.09
H -0.774 1.870 -2.419 3.57 0.17 -1.15
O -0.821 3.129 1.505 -0.68 -1.31 1.63
H -1.516 0.885 -0.643 0.76 0.78 1.67
H -0.694 3.862 2.128 -0.13 -0.31 -0.16
O 1.424 0.385 2.277 -1.15 0.19 0.44
H 1.732 1.068 -3.408 -1.53 -0.36 1.67
H 1.413 -1.900 0.172 -0.12 0.11 0.03
O 1.900 -2.670 0.494 0.09 0.58 -0.18
H 1.083 -1.736 2.590 -0.48 -1.01 1.85
H -0.621 -1.998 0.015 0.40 -1.09 0.60
O -3.085 -0.592 -0.153 0.30 -1.24 -1.95
H 2.320 4.213 -0.591 0.32 0.53 -0.68
H -1.947 3.021 -2.278 1.01 0.33 -0.31
O 0.496 -0.128 -1.705 1.92 2.90 -0.20
H -1.225 2.375 2.053 0.63 1.89 -1.14
H 0.309 0.458 -0.904 -0.37 -2.28 -0.91
H -3.878 -0.302 0.239 -1.39 0.95 1.49
H 0.115 -0.969 -1.812 -1.04 -1.09 0.46
```
Forces are in eV/Å.

The following is a DFT calculation (the ωB97M-V functional and the def2-TZVPD basis) of 6 unconnected molecules or ions with the total composition C36H80BrNO14PS2 at a distorted geometry.

Summary:
total charge	+1
DFT total energy	-169772.381	eV
2S+1	1

The geometry in XYZ format:
```
135
Properties=species:S:1:pos:R:3:forces:R:3
O -1.143 3.155 -0.720 0.61 -0.94 0.04
C -0.215 2.561 -1.185 -0.26 0.88 0.37
O 0.080 1.256 -0.958 -0.60 -0.21 0.20
C 0.549 0.598 -2.134 0.05 0.27 -0.10
C -0.606 0.121 -3.013 0.54 -0.27 0.13
C -0.672 -1.401 -3.181 -0.78 0.00 0.10
C -1.878 -2.139 -2.515 1.16 0.40 -0.05
P -1.299 -2.983 -1.037 -0.13 -0.20 0.02
Br 0.282 -4.357 -1.584 -0.05 0.08 -0.01
C -0.573 -1.734 0.038 -0.52 -1.02 0.22
C -0.486 -2.129 1.504 0.58 0.66 0.25
C 0.164 -0.962 2.243 -0.37 -0.20 -0.23
O 1.522 -0.830 1.912 0.12 0.50 -0.20
C -2.538 -3.996 -0.190 -0.42 0.37 -0.58
C -3.978 -3.806 -0.667 -0.02 -0.41 -0.17
C -4.316 -4.540 -1.942 -0.07 0.42 -0.16
S -6.034 -4.291 -2.440 -0.62 -0.52 0.09
C -6.119 -2.505 -2.704 -0.36 0.79 0.07
S -5.667 -1.921 -4.143 0.62 0.23 -0.27
N -6.660 -1.667 -1.727 1.39 -1.78 0.67
C -7.320 -2.334 -0.589 -0.51 0.56 -0.42
C -7.888 -1.278 0.317 -0.01 0.16 -0.13
O -6.904 -0.423 0.872 -0.14 0.15 0.42
C -5.661 -0.512 0.242 0.12 -0.20 -0.10
C -5.787 -0.557 -1.266 -1.04 0.78 -0.21
H 0.540 3.049 -1.808 0.11 0.06 -0.31
H 1.180 -0.228 -1.849 0.22 -0.20 0.40
H 1.189 1.291 -2.665 0.21 0.19 -0.30
H -0.464 0.535 -3.998 -0.09 0.27 -0.34
H -1.517 0.546 -2.616 -0.43 0.04 0.05
H 0.244 -1.862 -2.845 0.49 -0.06 -0.10
H -0.759 -1.612 -4.233 0.09 -0.21 -0.39
H -2.606 -1.401 -2.212 -0.54 0.07 0.17
H -2.305 -2.820 -3.229 -0.35 -0.33 -0.05
H -1.193 -0.852 -0.053 0.03 0.46 -0.24
H 0.425 -1.581 -0.338 0.26 0.49 -0.25
H 0.167 -2.982 1.650 -0.10 -0.57 0.01
H -1.451 -2.308 1.951 -0.35 -0.21 0.07
H 0.014 -1.049 3.312 0.13 -0.20 0.36
H -0.349 -0.063 1.925 0.01 0.48 0.02
H 1.874 -1.664 1.605 0.21 -0.37 0.13
H -2.503 -3.759 0.861 0.33 -0.05 0.42
H -2.265 -5.027 -0.350 0.26 -0.39 0.18
H -4.243 -2.777 -0.806 -0.01 0.72 0.16
H -4.614 -4.211 0.105 -0.28 0.04 0.40
H -4.220 -5.607 -1.806 -0.07 -0.43 0.01
H -3.655 -4.261 -2.749 0.11 0.06 -0.39
H -8.169 -2.879 -0.972 -0.19 -0.37 -0.16
H -6.687 -3.033 -0.069 0.37 -0.23 0.26
H -8.448 -1.753 1.109 -0.06 -0.07 0.40
H -8.577 -0.667 -0.253 -0.30 0.17 -0.20
H -5.104 0.376 0.505 0.16 0.29 0.08
H -5.111 -1.364 0.633 0.25 -0.37 0.08
H -6.258 0.376 -1.543 -0.09 0.34 -0.25
H -4.828 -0.556 -1.757 0.39 -0.29 -0.26
C -3.989 8.190 -2.725 -0.02 0.15 -0.03
O -5.115 7.742 -1.988 0.14 -0.07 0.06
C -5.797 6.663 -2.598 -0.17 0.15 0.10
C -5.375 5.319 -2.045 0.13 -0.11 -0.10
O -4.008 5.032 -2.289 0.02 0.02 0.07
C -3.156 5.366 -1.200 -0.15 0.21 -0.07
H -3.343 8.740 -2.042 -0.03 0.03 0.03
H -3.424 7.361 -3.153 0.00 -0.04 0.02
H -4.304 8.861 -3.533 0.02 -0.03 0.01
H -5.662 6.692 -3.684 0.03 -0.05 -0.01
H -6.863 6.800 -2.390 -0.01 -0.02 -0.04
H -5.960 4.545 -2.545 -0.08 -0.07 -0.03
H -5.591 5.262 -0.974 -0.01 0.06 0.05
H -3.156 4.582 -0.442 -0.04 -0.04 0.01
H -3.455 6.310 -0.741 0.00 0.03 0.00
H -2.151 5.475 -1.596 0.06 -0.07 0.01
C 4.448 -6.091 0.985 0.03 0.14 -0.01
O 3.131 -6.446 1.385 0.06 -0.09 0.04
C 2.262 -6.753 0.319 -0.06 0.15 0.16
C 2.150 -8.239 0.046 0.00 -0.15 -0.18
O 3.373 -8.807 -0.364 0.12 0.14 0.03
C 4.107 -9.419 0.686 -0.02 -0.09 -0.02
H 5.100 -6.227 1.846 -0.02 0.04 0.04
H 4.818 -6.709 0.168 -0.05 -0.04 -0.03
H 4.486 -5.040 0.678 0.03 -0.04 -0.04
H 2.573 -6.224 -0.591 0.05 -0.06 -0.03
H 1.271 -6.381 0.607 -0.03 -0.04 -0.06
H 1.439 -8.386 -0.775 -0.05 0.00 0.04
H 1.758 -8.759 0.926 -0.01 0.04 0.05
H 3.721 -10.424 0.885 0.01 0.02 0.03
H 4.070 -8.831 1.604 -0.01 0.03 0.01
H 5.142 -9.497 0.360 0.00 -0.03 -0.05
C -3.662 12.462 0.779 -0.10 0.08 -0.08
O -4.480 11.647 1.600 0.15 -0.03 0.05
C -4.796 10.392 1.025 -0.15 0.07 0.10
C -3.876 9.289 1.504 0.09 -0.17 -0.16
O -2.527 9.507 1.125 0.00 0.10 -0.03
C -1.743 10.122 2.132 0.04 -0.08 0.01
H -3.195 13.212 1.416 -0.04 0.03 0.03
H -2.879 11.888 0.281 0.01 -0.04 0.01
H -4.267 12.971 0.020 0.04 -0.02 0.00
H -4.782 10.457 -0.067 0.04 -0.05 -0.03
H -5.817 10.148 1.331 -0.01 -0.03 -0.04
H -4.187 8.349 1.038 -0.07 0.02 0.01
H -3.951 9.169 2.590 -0.02 0.06 0.03
H -1.407 9.379 2.864 -0.01 0.04 0.02
H -2.292 10.910 2.649 -0.03 0.02 0.01
H -0.871 10.561 1.650 0.03 -0.04 -0.02
C 8.072 -6.010 0.204 -0.07 -0.07 0.05
O 7.252 -4.917 -0.177 0.11 -0.01 -0.05
C 7.590 -3.704 0.478 -0.26 -0.02 0.00
C 8.500 -2.821 -0.347 0.16 0.12 0.02
O 9.756 -3.417 -0.603 -0.03 -0.17 0.04
C 9.840 -4.064 -1.861 0.04 0.08 -0.03
H 7.992 -6.772 -0.569 -0.05 -0.01 -0.01
H 9.118 -5.719 0.303 0.02 0.03 -0.01
H 7.730 -6.433 1.156 0.05 0.01 -0.01
H 8.043 -3.913 1.452 0.04 0.01 0.01
H 6.654 -3.164 0.654 0.04 0.03 0.07
H 8.690 -1.905 0.219 -0.05 0.02 -0.01
H 8.012 -2.541 -1.287 -0.04 -0.03 -0.01
H 10.037 -3.334 -2.654 -0.03 -0.03 -0.01
H 8.928 -4.613 -2.099 -0.03 -0.01 0.01
H 10.670 -4.766 -1.816 0.05 0.03 0.00
C 5.432 1.985 3.157 -0.08 0.08 -0.05
O 4.655 1.222 4.063 0.16 -0.09 0.03
C 4.076 0.066 3.488 -0.01 0.16 0.18
C 4.896 -1.183 3.734 0.04 -0.15 -0.12
O 6.177 -1.131 3.133 0.00 0.13 -0.07
C 7.207 -0.717 4.017 0.04 -0.08 0.02
H 6.097 2.618 3.741 -0.03 0.03 0.03
H 6.034 1.355 2.502 0.01 -0.04 0.01
H 4.786 2.624 2.542 0.04 -0.03 0.00
H 3.913 0.212 2.417 0.01 -0.01 -0.04
H 3.099 -0.068 3.957 -0.04 -0.02 -0.05
H 4.371 -2.033 3.282 -0.04 -0.01 0.06
H 4.986 -1.377 4.807 -0.01 0.03 0.03
H 7.541 -1.558 4.635 -0.01 0.03 0.02
H 6.881 0.096 4.666 -0.03 0.02 0.01
H 8.041 -0.370 3.412 0.02 -0.04 -0.03
```
Forces are in eV/Å.